w:
C3H7O3 | wB97M-V/def2-TZVPD

Element x y z (Å)
O -1.7906 0.6604 0.2740
C -1.7817 -0.5763 0.6105
O -1.9963 -1.0932 1.6952
H -1.5479 -1.2513 -0.2558
H -0.2773 0.8429 0.0694
C 1.2204 0.2566 -1.1846
O 0.7077 0.9516 -0.1100
C 2.6478 -0.1396 -0.8795
H 0.6693 -0.6868 -1.3573
H 1.2160 0.7975 -2.1445
H 3.2233 -0.5390 -1.7270
H 3.2175 0.7236 -0.4961
H 2.7054 -0.8589 -0.0661

Values from the calculation:
E_HOMO (eV): -4.6
Molecular weight (g/mol): 91.1
E_LUMO (eV): 4.00
Orbital gap (eV): 8.597
Net charge: -1

x:
C3H7O3 | wB97M-V/def2-TZVPD

Element x y z (Å)
O -1.4285 -4.3799 -4.3600
H -1.4575 -5.3446 -4.1681
H -0.4821 -4.1942 -4.5554
O -0.5898 -1.7658 -1.1882
O 0.0000 0.0000 0.0000
C -0.0163 -0.7037 -1.0579
C 1.6709 0.9106 -1.8324
C 0.7348 -0.1841 -2.2517
H 2.1704 1.1246 -2.7923
H 2.4338 0.5918 -1.1023
H 1.1997 1.8383 -1.4664
H 1.3189 -0.9981 -2.7225
H 0.0478 0.2237 -3.0180

Values from the calculation:
E_HOMO (eV): -3.5
Molecular weight (g/mol): 91.1
E_LUMO (eV): 3.38
Orbital gap (eV): 6.832
Net charge: -1

Result of the stability comparison: w is the most stable of them.

w:
C12H12 | wB97M-V/def2-TZVPD

Element x y z (Å)
C -2.5585 -1.1915 -0.4871
C -2.3338 -1.0646 0.8922
C -1.9789 0.1779 1.4044
C -1.9311 1.3136 0.5972
C -2.0914 1.1698 -0.7906
C -2.4327 -0.0938 -1.3129
C 0.8919 -0.2823 -0.2080
C 1.3409 1.0142 -0.0494
C 2.6936 1.2610 0.0137
C 3.5680 0.1863 0.0079
C 3.1569 -1.1277 -0.0252
C 1.7758 -1.3298 -0.1183
H -2.8903 -2.1547 -0.8699
H -2.3427 -1.9366 1.5241
H -1.8271 0.2942 2.4428
H -1.6582 2.2638 1.0454
H -2.0297 2.0358 -1.4112
H -2.6987 -0.1565 -2.3515
H -0.1824 -0.4931 -0.2750
H 0.6648 1.8171 -0.0960
H 3.0804 2.2897 0.0201
H 4.6263 0.3792 0.0435
H 3.7614 -2.0329 0.0714
H 1.3954 -2.3394 -0.0677

Values from the calculation:
SMILES string: c1ccccc1.c1ccccc1
E_HOMO (eV): -9.0
Molecular weight (g/mol): 156.2
E_LUMO (eV): 1.01
Orbital gap (eV): 10.051

x:
C12H12 | wB97M-V/def2-TZVPD

Element x y z (Å)
C 3.3658 -0.8352 -0.0089
C 2.0821 -1.2292 -0.0536
C 1.2025 -0.0828 -0.0992
C 1.5950 1.1459 -0.2118
C 3.0352 1.4571 -0.1988
C 3.8030 0.4405 0.1505
C -3.2316 0.8289 0.7702
C -3.4964 0.7155 -0.5221
C -2.6688 -0.0869 -1.3663
C -1.6325 -0.8772 -0.7956
C -1.5455 -1.0447 0.6058
C -2.3400 -0.0735 1.3159
H 4.2477 -1.6376 0.1657
H 1.7211 -2.2215 -0.0485
H 0.1545 -0.4350 0.3374
H 0.7612 1.8181 -0.4042
H 3.4529 2.5133 -0.3717
H 4.8795 0.6309 0.4733
H -3.8736 1.3051 1.4464
H -4.3369 1.2962 -0.7542
H -3.1504 -0.1593 -2.3105
H -1.1123 -1.6438 -1.5114
H -0.8471 -1.6856 0.9429
H -2.0657 -0.1393 2.4487

Values from the calculation:
SMILES string: c1ccccc1.c1ccccc1
E_HOMO (eV): -9.0
Molecular weight (g/mol): 156.2
E_LUMO (eV): 0.90
Orbital gap (eV): 9.858

Result of the stability comparison: w is the most stable of them.